# 1
The following is a quantum chemistry calculation of a 5-piece molecular cluster, C56H92F2N5O6PS overall in a non-equilibrium geometry, from OMol25.

Structure (XYZ):
```
163
C56H92F2N5O6PS | OMol25 | ωB97M-V with the def2-TZVPD basis set
C 1.77 3.35 -2.73
P 2.04 1.67 -2.03
C 3.78 1.44 -1.44
C 0.75 1.28 -0.65
C 0.75 2.57 0.25
C 2.06 2.75 1.05
C 1.90 3.43 2.41
N 0.73 4.18 2.69
O 2.80 3.34 3.23
C -0.56 1.27 -1.46
C -1.91 1.21 -0.68
C -2.98 1.84 -1.59
O -3.62 2.79 -1.20
N -3.21 1.33 -2.91
C -4.62 0.98 -3.03
C -5.46 1.82 -3.70
C -6.78 1.43 -3.80
C -7.20 0.24 -3.24
C -6.35 -0.59 -2.56
C -5.03 -0.20 -2.44
O 1.29 0.11 -0.06
C 0.54 -0.73 0.78
C -0.04 0.04 1.97
C -0.51 -0.74 3.19
O -0.48 -1.94 3.35
C -1.14 0.11 4.29
C -0.46 0.52 5.41
C -1.17 1.26 6.34
C -2.50 1.57 6.19
C -3.17 1.17 5.04
C -2.47 0.44 4.11
C 1.69 -1.69 1.42
S 3.35 -1.45 0.65
N 1.35 -3.11 1.28
C 2.38 -4.01 1.74
C 2.71 -5.11 0.96
C 3.70 -5.95 1.42
N 4.36 -5.84 2.55
C 4.02 -4.78 3.27
C 3.06 -3.85 2.95
N -0.40 -1.50 -0.03
C -1.49 -2.16 0.56
O -1.64 -3.35 0.52
F -2.47 -1.43 1.15
C 0.02 -1.99 -1.27
O 1.07 -2.42 -1.61
F -1.00 -1.98 -2.19
H 2.51 3.50 -3.53
H 1.88 4.19 -2.03
H 0.79 3.39 -3.22
H 4.38 2.27 -1.85
H 4.17 0.55 -1.95
H 3.92 1.33 -0.37
H -0.05 2.51 1.01
H 0.48 3.46 -0.33
H 2.51 1.77 1.25
H 2.76 3.35 0.44
H 0.87 4.50 3.65
H -0.08 3.56 2.76
H -0.59 2.22 -2.01
H -0.58 0.50 -2.24
H -2.27 0.20 -0.48
H -1.91 1.85 0.20
H -2.62 0.50 -2.99
H -5.10 2.75 -4.13
H -7.48 2.06 -4.35
H -8.25 -0.04 -3.34
H -6.66 -1.53 -2.11
H -4.30 -0.81 -1.89
H 0.76 0.71 2.32
H -0.86 0.72 1.72
H 0.58 0.27 5.56
H -0.68 1.59 7.26
H -3.05 2.13 6.95
H -4.22 1.41 4.93
H -3.00 0.11 3.22
H 1.88 -1.45 2.48
H 3.42 -2.44 -0.27
H 0.52 -3.37 1.81
H 2.16 -5.22 0.03
H 3.94 -6.81 0.79
H 4.57 -4.63 4.21
H 2.83 -3.01 3.59
C -1.79 6.03 0.82
C -1.96 5.78 -0.68
C -1.46 6.92 -1.55
C -2.18 8.26 -1.35
C -3.69 8.21 -1.58
C -4.08 7.83 -3.00
H -2.37 6.89 1.15
H -2.13 5.16 1.39
H -0.74 6.20 1.06
H -3.01 5.56 -0.89
H -1.41 4.87 -0.95
H -1.53 6.62 -2.60
H -0.39 7.08 -1.35
H -1.74 8.99 -2.03
H -1.99 8.63 -0.34
H -4.10 9.20 -1.36
H -4.16 7.52 -0.87
H -3.65 8.53 -3.72
H -5.17 7.85 -3.12
H -3.74 6.83 -3.26
C 8.15 2.57 6.91
C 7.94 2.38 5.41
C 8.46 3.55 4.58
C 7.79 4.89 4.84
C 6.27 4.91 4.65
C 5.84 4.60 3.22
H 7.61 3.44 7.29
H 7.80 1.69 7.46
H 9.21 2.70 7.14
H 6.88 2.21 5.21
H 8.46 1.47 5.10
H 8.36 3.29 3.52
H 9.54 3.66 4.76
H 8.24 5.64 4.18
H 8.01 5.22 5.86
H 5.90 5.90 4.91
H 5.79 4.21 5.33
H 6.28 5.31 2.51
H 4.76 4.66 3.13
H 6.14 3.59 2.92
C -3.06 -4.78 -7.06
C -2.36 -3.46 -7.38
C -1.81 -2.75 -6.15
C -2.86 -2.32 -5.12
C -3.96 -1.40 -5.66
C -3.43 -0.07 -6.17
H -3.94 -4.62 -6.43
H -3.40 -5.26 -7.98
H -2.39 -5.47 -6.55
H -3.04 -2.81 -7.93
H -1.52 -3.67 -8.06
H -1.24 -1.88 -6.47
H -1.09 -3.41 -5.65
H -2.36 -1.82 -4.29
H -3.33 -3.21 -4.69
H -4.67 -1.21 -4.86
H -4.52 -1.90 -6.46
H -2.90 0.47 -5.39
H -4.26 0.56 -6.51
H -2.75 -0.20 -7.02
C -1.08 -11.21 -0.53
C -0.21 -10.03 -0.94
C 0.58 -9.43 0.22
C -0.27 -8.84 1.35
C -1.25 -7.74 0.91
C -0.56 -6.51 0.33
H -1.85 -10.92 0.19
H -1.59 -11.63 -1.40
H -0.48 -12.01 -0.08
H -0.82 -9.27 -1.42
H 0.50 -10.37 -1.70
H 1.25 -8.66 -0.17
H 1.23 -10.20 0.65
H 0.40 -8.43 2.11
H -0.83 -9.64 1.84
H -1.83 -7.44 1.79
H -1.97 -8.14 0.19
H 0.13 -6.08 1.06
H -1.30 -5.75 0.08
H -0.01 -6.76 -0.58
```

## Properties
Largest force on an atom: 3.215 eV/A
SMILES: CP(C)[C@@](CCC(N)=O)(CCC(=O)Nc1ccccc1)O[C@](CC(=O)c1ccccc1)([C@H](S)Nc1ccncc1)N(C(=O)F)C(=O)F.CCCCCC.CCCCCC.CCCCCC.CCCCCC
LUMO level: 0.0015 Ha
E_HOMO: -0.29185 hartree
Net charge: 0

Atom charges from the Löwdin analysis, given in e for atoms 1 to 99: -0.29, 0.99, -0.29, -0.53, -0.17, -0.09, -0.49, 0.14, 0.06, -0.17, -0.07, -0.44, 0.09, 0.12, -0.28, -0.02, -0.07, -0.10, -0.08, -0.04, -0.17, -0.36, -0.01, -0.32, 0.14, -0.16, -0.02, -0.09, -0.08, -0.07, -0.04, -0.48, 0.87, 0.00, -0.31, -0.03, -0.15, 0.07, -0.16, -0.03, 0.15, -0.44, 0.19, 0.13, -0.43, 0.20, 0.11, 0.04, 0.04, 0.03, 0.04, 0.02, 0.00, 0.08, 0.10, 0.11, 0.13, 0.10, 0.08, 0.10, 0.10, 0.09, 0.11, 0.10, 0.13, 0.11, 0.11, 0.11, 0.12, 0.15, 0.12, 0.13, 0.11, 0.11, 0.11, 0.12, 0.09, -0.09, 0.11, 0.11, 0.11, 0.11, 0.11, -0.11, -0.27, -0.23, -0.23, -0.27, -0.11, 0.07, 0.06, 0.06, 0.10, 0.08, 0.10, 0.11, 0.11, 0.10, 0.10


# 2
The following is a quantum chemistry calculation of a 14-piece molecular cluster, C56H98N14 overall in a non-equilibrium geometry, from OMol25.

Structure (XYZ):
```
168
C56H98N14 | OMol25 | ωB97M-V with the def2-TZVPD basis set
C 21.46 -1.44 -18.25
C 22.11 -2.55 -17.35
C 21.56 -3.90 -17.77
C 20.10 -3.98 -17.75
N 18.97 -4.00 -17.71
H 20.37 -1.39 -18.18
H 21.74 -1.48 -19.30
H 21.86 -0.47 -17.96
H 21.86 -2.44 -16.30
H 23.19 -2.59 -17.48
H 21.85 -4.60 -16.98
H 22.07 -4.09 -18.72
C 17.73 -9.16 -16.89
C 17.38 -8.05 -17.87
C 16.90 -8.48 -19.32
C 17.87 -9.40 -19.94
N 18.65 -10.16 -20.40
H 18.09 -8.82 -15.92
H 18.52 -9.79 -17.31
H 16.95 -9.88 -16.66
H 18.30 -7.48 -17.99
H 16.65 -7.42 -17.37
H 16.82 -7.69 -20.06
H 15.93 -8.98 -19.22
C 15.55 -8.24 -11.54
C 16.50 -7.12 -11.96
C 16.23 -6.83 -13.48
C 14.86 -6.31 -13.72
N 13.78 -5.92 -13.94
H 15.48 -8.31 -10.45
H 16.06 -9.17 -11.79
H 14.56 -8.24 -11.99
H 17.52 -7.49 -11.87
H 16.30 -6.27 -11.31
H 16.29 -7.74 -14.07
H 16.99 -6.12 -13.81
C 14.08 -11.62 -12.25
C 12.98 -11.57 -13.29
C 12.67 -10.14 -13.79
C 13.58 -9.58 -14.76
N 14.29 -9.18 -15.58
H 14.23 -12.68 -12.03
H 13.99 -11.16 -11.27
H 14.99 -11.31 -12.76
H 12.09 -12.06 -12.91
H 13.14 -12.11 -14.22
H 12.70 -9.41 -12.98
H 11.67 -10.10 -14.22
C 17.70 -3.08 -12.99
C 17.36 -1.88 -13.94
C 18.38 -1.50 -14.99
C 19.75 -1.38 -14.47
N 20.84 -1.29 -14.04
H 18.44 -2.85 -12.22
H 18.20 -3.91 -13.48
H 16.80 -3.42 -12.49
H 17.13 -1.07 -13.24
H 16.39 -1.96 -14.44
H 18.20 -0.49 -15.37
H 18.44 -2.24 -15.79
C 15.98 -4.30 -16.98
C 14.46 -4.43 -17.06
C 13.98 -5.85 -17.27
C 14.22 -6.31 -18.64
N 14.50 -6.68 -19.71
H 16.17 -3.23 -16.94
H 16.42 -4.70 -17.90
H 16.43 -4.94 -16.22
H 14.08 -3.73 -17.80
H 14.13 -4.11 -16.07
H 12.90 -5.88 -17.10
H 14.44 -6.59 -16.62
C 14.85 -0.17 -16.62
C 14.70 0.72 -15.37
C 15.68 1.85 -15.34
C 15.71 2.54 -14.06
N 15.71 3.07 -13.03
H 15.85 -0.62 -16.60
H 14.71 0.44 -17.51
H 14.14 -0.99 -16.66
H 14.94 0.17 -14.46
H 13.65 0.98 -15.24
H 15.43 2.51 -16.16
H 16.66 1.43 -15.55
C 10.31 -6.55 -15.18
C 8.89 -6.55 -15.74
C 7.85 -7.57 -15.22
C 8.48 -8.89 -14.83
N 8.96 -9.90 -14.53
H 10.76 -7.53 -15.35
H 10.40 -6.33 -14.11
H 10.94 -5.92 -15.81
H 8.86 -6.65 -16.83
H 8.46 -5.55 -15.64
H 7.09 -7.73 -15.99
H 7.41 -7.20 -14.29
C 11.44 -1.97 -17.92
C 9.99 -2.36 -17.78
C 8.97 -2.07 -18.91
C 9.45 -2.42 -20.22
N 9.85 -2.72 -21.30
H 11.90 -2.46 -18.77
H 12.00 -2.23 -17.02
H 11.62 -0.90 -18.06
H 9.61 -1.80 -16.93
H 9.96 -3.40 -17.45
H 8.77 -1.00 -19.02
H 8.00 -2.49 -18.67
C 13.58 -2.29 -12.83
C 12.53 -1.91 -13.87
C 11.19 -2.73 -13.66
C 10.48 -2.32 -12.43
N 9.94 -2.00 -11.47
H 13.24 -2.02 -11.83
H 14.51 -1.77 -13.03
H 13.64 -3.38 -12.88
H 12.84 -2.24 -14.87
H 12.40 -0.83 -13.85
H 11.38 -3.80 -13.59
H 10.57 -2.58 -14.54
C 7.22 -7.67 -19.28
C 7.85 -7.11 -20.55
C 8.54 -5.71 -20.38
C 9.72 -5.76 -19.48
N 10.62 -5.82 -18.77
H 6.45 -7.03 -18.85
H 7.99 -7.83 -18.52
H 6.68 -8.59 -19.51
H 7.17 -7.14 -21.41
H 8.62 -7.81 -20.86
H 7.82 -5.02 -19.93
H 8.86 -5.40 -21.38
C 13.67 -2.20 -23.14
C 13.79 -2.78 -21.72
C 14.56 -1.86 -20.68
C 13.74 -0.74 -20.20
N 13.07 0.18 -19.83
H 14.63 -2.08 -23.64
H 13.29 -1.18 -23.09
H 12.90 -2.63 -23.78
H 14.28 -3.73 -21.92
H 12.81 -3.05 -21.33
H 15.43 -1.48 -21.21
H 14.87 -2.42 -19.80
C 13.85 -10.94 -20.31
C 12.81 -9.83 -20.10
C 12.64 -9.50 -18.63
C 12.24 -10.61 -17.76
N 11.92 -11.45 -17.02
H 13.36 -11.87 -20.00
H 14.71 -10.79 -19.67
H 14.22 -11.07 -21.33
H 11.84 -10.11 -20.50
H 13.12 -8.95 -20.66
H 11.89 -8.73 -18.48
H 13.51 -9.06 -18.15
C 17.63 -3.79 -20.78
C 18.46 -5.03 -21.06
C 19.51 -4.76 -22.10
C 20.61 -3.90 -21.64
N 21.50 -3.26 -21.30
H 18.25 -3.05 -20.28
H 16.75 -4.04 -20.18
H 17.41 -3.39 -21.78
H 17.83 -5.77 -21.56
H 18.88 -5.52 -20.18
H 19.08 -4.27 -22.98
H 19.94 -5.74 -22.31
```

## Properties
Largest force on an atom: 5.697 eV/A
Energy relative to the best compared isomer or geometry (same formula, charge and spin): 302.0 kJ/mol
LUMO level: 0.0029 Ha
E_HOMO: -0.41083 hartree
Net charge: 0

Atom charges from the Löwdin analysis, given in e for atoms 1 to 99: -0.10, -0.23, -0.20, -0.20, 0.20, 0.06, 0.05, 0.06, 0.08, 0.11, 0.12, 0.11, -0.12, -0.23, -0.18, -0.23, 0.13, 0.07, 0.07, 0.06, 0.10, 0.07, 0.08, 0.08, -0.12, -0.22, -0.16, -0.21, 0.18, 0.08, 0.07, 0.06, 0.11, 0.11, 0.10, 0.09, -0.11, -0.24, -0.19, -0.22, 0.18, 0.07, 0.08, 0.07, 0.11, 0.11, 0.11, 0.09, -0.08, -0.25, -0.19, -0.21, 0.15, 0.07, 0.06, 0.06, 0.11, 0.08, 0.10, 0.09, -0.11, -0.26, -0.19, -0.21, 0.18, 0.06, 0.04, 0.07, 0.09, 0.08, 0.08, 0.08, -0.08, -0.27, -0.21, -0.22, 0.15, 0.06, 0.06, 0.05, 0.08, 0.12, 0.13, 0.11, -0.10, -0.26, -0.16, -0.20, 0.14, 0.06, 0.08, 0.04, 0.06, 0.10, 0.10, 0.11, -0.11, -0.25, -0.17


no.,Kohn-Sham gap (eV),electronic energy (eV)
1,7.9820,-104858.792
2,11.2572,-80519.141